Model i:
Molecular formula: C47H46FIrN13O3S
Method: DFT, wB97M-V/def2-TZVPD

The value obtained for the HOMO energy (alpha / beta) is -15.5 / -15.5 eV. The total charge is +4. Its spin multiplicity is 2. Its expectation value of S² is 0.759.

Geometry (Å):
Ir  1.984  0.375  0.195
S  4.081  1.617  0.998
F  -3.242  -1.222  4.768
O  -0.148  -0.209  1.023
O  -0.546  -1.280  -2.999
O  0.802  -0.164  -1.621
N  2.122  -0.093  2.466
N  4.465  0.141  -5.422
N  -5.864  -1.434  3.677
N  3.294  1.301  -6.790
N  -3.821  -0.832  -0.678
N  -8.199  -0.588  4.887
N  3.620  -0.180  -1.269
N  4.812  -0.320  -3.085
N  2.151  -1.856  0.488
N  4.169  1.384  -5.885
N  2.920  4.119  0.619
N  5.071  4.074  0.948
N  1.230  2.617  -0.123
C  3.388  5.431  0.578
C  3.979  3.304  0.831
C  2.275  -2.342  1.732
C  -7.266  -1.413  5.711
C  2.821  -0.672  5.065
C  -0.708  4.552  0.393
C  2.233  -3.711  1.956
C  2.687  -2.756  -6.894
C  2.963  -0.016  -7.008
C  2.079  -0.628  -7.895
C  2.118  0.863  3.391
C  -1.033  3.400  -0.304
C  -4.822  -1.107  1.511
C  1.992  -2.676  -0.548
C  -7.093  -2.012  3.165
C  -2.331  -0.879  2.672
C  -2.424  -0.781  1.277
C  3.800  0.331  -2.479
C  2.405  -1.352  2.806
C  3.713  -0.788  -6.094
C  2.062  -4.575  0.884
C  4.716  5.391  0.785
C  1.939  -4.050  -0.394
C  5.421  -0.019  -4.383
C  -1.446  -0.707  -0.928
C  1.943  -1.997  -7.810
C  0.614  4.755  0.751
C  5.295  -1.271  -2.208
C  1.561  3.791  0.430
C  -8.280  -1.093  3.465
C  -0.046  2.462  -0.519
C  -4.741  -1.230  2.897
C  -5.121  -0.715  -1.313
C  -5.852  -1.319  5.141
C  -5.906  0.538  -1.036
C  3.569  -2.170  -6.010
C  6.411  3.567  1.201
C  4.553  -1.174  -1.081
C  3.023  1.450  -3.064
C  -2.714  -0.835  -1.430
C  -1.236  -0.539  0.465
C  -0.306  -0.736  -1.943
C  2.776  -1.671  4.106
C  2.458  0.620  4.709
C  -3.700  -0.908  0.700
C  -5.296  0.318  -2.385
C  -3.435  -1.102  3.440
H  -7.251  -2.995  3.618
H  -7.637  -2.436  5.724
H  0.904  5.655  1.271
H  1.799  -4.686  -1.255
H  -7.041  -2.170  2.093
H  3.127  -0.898  6.077
H  -2.845  -0.935  -2.500
H  -4.445  0.923  -2.661
H  -2.034  3.225  -0.669
H  -8.288  -0.235  2.796
H  3.045  -2.682  4.372
H  7.093  4.399  1.349
H  -5.254  -2.101  5.614
H  1.557  -0.046  -8.642
H  2.311  -4.107  2.957
H  2.298  1.081  -3.792
H  2.462  1.941  -2.271
H  2.556  -3.830  -6.876
H  -9.130  -0.583  5.311
H  -1.366  -0.810  3.152
H  -9.207  -1.649  3.331
H  -5.410  -0.358  5.415
H  -1.452  5.300  0.627
H  -6.979  0.466  -0.929
H  2.761  6.274  0.363
H  -0.261  1.556  -1.064
H  4.099  -2.757  -5.270
H  3.675  2.167  -3.561
H  1.834  1.855  3.066
H  1.257  -2.505  -8.473
H  6.110  -0.830  -4.626
H  6.753  2.966  0.358
H  4.638  -1.731  -0.166
H  -7.259  -1.047  6.736
H  -7.865  0.378  4.894
H  5.979  0.917  -4.326
H  5.426  6.199  0.828
H  -5.778  -1.173  1.020
H  -5.644  -1.658  -1.412
H  1.906  -2.217  -1.524
H  6.409  2.938  2.090
H  2.455  1.424  5.430
H  -5.947  0.079  -3.213
H  6.122  -1.917  -2.444
H  2.025  -5.644  1.045
H  -5.446  1.276  -0.393

Mulliken population analysis, charges in e, atoms 1 to 4:
1. Ir 5.4584
2. S -0.4611
3. F -0.3539
4. O -0.9026

***

Model ii:
Molecular formula: C47H46FIrN13O3S
Method: DFT, wB97M-V/def2-TZVPD

The value obtained for the HOMO energy (alpha / beta) is -15.7 / -15.7 eV. The total charge is +4. Its spin multiplicity is 2. Its expectation value of S² is 0.795.

Geometry (Å):
Ir  0.247  -2.079  1.365
S  2.462  -2.679  0.107
F  -2.673  3.510  -1.624
O  -0.259  0.215  1.001
O  2.306  0.418  4.166
O  1.847  -0.870  2.406
N  -1.263  -1.793  -2.908
N  1.407  3.819  2.051
N  0.943  -0.107  -6.359
N  -0.489  -2.311  -0.916
N  -0.269  -2.363  3.633
N  4.410  -4.104  1.289
N  0.051  0.100  -5.505
N  -1.632  8.265  -2.459
N  -1.705  6.118  -0.894
N  -2.130  -1.790  1.707
N  -0.440  -1.062  -5.054
N  0.173  -4.581  1.550
N  2.473  -5.130  1.366
C  0.457  -2.271  5.907
C  5.418  -3.098  1.090
C  -2.885  7.483  -2.566
C  2.889  5.760  1.380
C  0.366  3.792  1.149
C  -1.789  7.362  -0.159
C  -0.184  2.545  0.796
C  -1.688  3.672  -0.715
C  -1.881  -2.958  -2.529
C  -1.211  4.955  -0.347
C  3.427  -5.977  1.891
C  -3.020  -1.546  0.755
C  3.530  5.101  2.562
C  -0.496  -7.267  1.197
C  1.111  -1.438  -6.570
C  0.448  -0.243  -1.961
C  -1.810  -1.801  5.354
C  1.903  -3.553  -7.289
C  -0.421  -1.436  -1.904
C  -1.390  -3.268  -1.300
C  -2.647  6.078  -2.007
C  1.947  -2.176  -7.407
C  0.816  -6.843  1.096
C  1.881  0.209  3.051
C  1.029  -4.189  -6.397
C  -4.839  -1.768  2.262
C  0.174  -3.478  -5.577
C  0.677  -2.492  4.554
C  -2.549  -1.942  2.972
C  -3.912  -1.957  3.272
C  1.832  2.678  2.608
C  -0.165  4.958  0.582
C  -1.285  8.523  -1.031
C  -4.386  -1.523  0.976
C  3.100  -3.978  0.988
C  -1.517  -2.053  4.014
C  0.277  1.284  1.361
C  -1.466  -6.332  1.529
C  1.324  1.442  2.309
C  2.041  5.063  2.410
C  -1.539  -1.076  -4.132
C  -1.207  2.523  -0.156
C  1.115  -5.498  1.315
C  0.207  -2.094  -5.688
C  -0.813  -1.889  6.310
C  -1.085  -5.010  1.676
C  4.617  -5.331  1.849
H  1.266  -2.372  6.612
H  1.433  5.662  3.079
H  -2.223  5.443  -2.788
H  6.405  -3.550  1.165
H  2.573  -1.686  -8.136
H  -5.066  -1.325  0.162
H  -0.135  0.659  -2.143
H  -0.205  8.642  -0.951
H  -3.193  7.405  -3.610
H  -2.832  7.541  0.131
H  -3.672  8.007  -2.023
H  -1.022  -1.654  7.344
H  -0.754  -8.301  1.030
H  -1.639  -4.093  -0.667
H  -0.882  7.725  -2.906
H  5.579  -5.665  2.185
H  -2.631  -1.350  -0.229
H  -2.412  -1.546  -4.604
H  5.336  -2.316  1.848
H  1.593  -7.549  0.848
H  2.624  2.753  3.339
H  -1.208  7.319  0.757
H  -1.646  1.578  -0.430
H  3.187  -6.952  2.264
H  -2.617  -3.441  -3.139
H  -0.463  -3.974  -4.858
H  -1.767  -0.022  -3.922
H  4.089  4.193  2.392
H  1.035  -5.266  -6.339
H  -1.716  9.152  -2.970
H  1.664  -2.766  4.211
H  5.302  -2.645  0.106
H  -3.617  5.653  -1.718
H  3.000  5.284  0.417
H  1.184  -0.334  -2.759
H  3.937  5.716  3.348
H  -4.247  -2.137  4.279
H  0.969  -0.153  -1.014
H  -2.804  -1.503  5.639
H  -1.758  9.451  -0.706
H  0.263  5.900  0.872
H  -1.819  -4.253  1.910
H  -2.496  -6.619  1.665
H  -5.895  -1.802  2.473
H  2.549  -4.161  -7.903
H  2.875  6.838  1.338

Mulliken population analysis, charges in e, atoms 1 to 4:
1. Ir 4.5799
2. S -0.4229
3. F -0.3609
4. O -0.4634

***

Need the numbers? Relative energies in kcal/mol: model i 0.0; model ii 26.5.

***

Model i:
Molecular formula: C5H28N2O9
Method: DFT, wB97M-V/def2-TZVPD

The value obtained for the HOMO energy is -10.4 eV. Its SMILES is CC[C@@H](N)C(=O)NC.O.O.O.O.O.O.O.O.

Geometry (Å):
O  1.425  0.731  3.832
O  -0.971  -0.975  -0.350
O  -1.116  2.055  3.519
O  -0.487  -0.564  -4.535
O  1.260  -2.265  -0.202
O  0.025  -2.447  -2.467
O  -1.057  -2.562  1.512
O  3.452  -1.559  -2.288
O  1.350  -1.896  2.940
N  -2.713  0.408  -0.557
N  -0.164  2.097  -1.467
C  -1.367  0.202  -0.508
C  0.880  0.929  0.517
C  1.505  2.140  1.222
C  -0.373  1.314  -0.223
C  -3.252  1.585  -1.208
H  -0.544  1.277  3.721
H  1.885  2.863  0.495
H  -0.798  -3.301  0.991
H  0.694  0.209  1.325
H  1.393  -0.201  3.523
H  2.103  -2.145  2.395
H  1.666  0.430  -0.056
H  -1.637  1.726  2.787
H  -0.135  3.082  -1.210
H  -0.966  1.917  0.480
H  -1.253  -1.890  0.820
H  -4.310  1.757  -1.081
H  1.243  -2.187  -1.163
H  -0.576  -1.816  -2.013
H  -3.160  -0.486  -0.696
H  -0.398  -3.315  -2.547
H  -2.787  2.485  -0.810
H  0.954  -1.352  -0.017
H  3.488  -2.439  -2.701
H  0.814  2.661  1.878
H  -1.057  0.017  -4.026
H  2.104  0.865  4.509
H  2.542  -1.301  -2.512
H  -3.140  1.605  -2.302
H  0.475  -1.992  2.499
H  0.765  1.915  -1.836
H  -0.086  -1.252  -3.958
H  2.322  1.675  1.768

Mulliken population analysis, charges in e, atoms 1 to 4:
1. O -0.6243
2. O -0.5849
3. O -0.6492
4. O -0.6737

***

Model ii:
Molecular formula: C5H28N2O9
Method: DFT, wB97M-V/def2-TZVPD

The value obtained for the HOMO energy is -9.2 eV. Its SMILES is CCN[C@@H](C)C(N)=O.O.O.O.O.O.O.O.O.

Geometry (Å):
O  -1.720  1.199  -3.297
O  -3.645  3.664  0.796
O  1.608  2.163  3.584
O  -1.026  3.824  -0.295
O  -1.394  -0.877  -1.431
O  1.304  3.059  0.941
O  0.688  -3.229  -3.385
O  1.956  0.438  -2.104
O  -2.787  -3.538  -2.052
N  1.277  -0.877  0.691
N  -0.570  1.004  -0.480
C  -0.735  -0.318  -0.546
C  2.258  -1.946  0.760
C  -0.150  -1.215  0.559
C  -0.990  -0.975  1.813
C  2.365  -2.621  2.113
H  -2.037  0.496  -2.700
H  -0.500  -1.345  2.715
H  2.176  0.282  -1.196
H  3.241  -1.635  0.391
H  2.180  -3.698  2.022
H  2.805  0.474  -2.530
H  -1.225  4.767  -0.352
H  -3.099  -3.108  -1.254
H  -1.928  -1.523  1.809
H  -1.299  0.064  1.919
H  3.396  -2.681  2.503
H  -1.729  3.506  0.296
H  1.394  -0.120  1.337
H  1.536  1.290  3.191
H  -3.782  3.313  -0.079
H  0.114  -2.900  -4.074
H  -3.676  2.875  1.347
H  0.058  1.348  0.234
H  1.964  -2.617  -0.054
H  0.479  3.547  0.767
H  -0.618  1.605  -1.294
H  -0.970  0.720  -3.671
H  -2.638  -2.873  -2.720
H  1.786  2.768  2.841
H  1.871  -2.209  2.988
H  0.336  -2.856  -2.577
H  1.906  3.015  0.198
H  -0.180  -2.260  0.276

Mulliken population analysis, charges in e, atoms 1 to 4:
1. O -0.6805
2. O -0.7042
3. O -0.6644
4. O -0.6664

***

Need the numbers? Relative energies in kcal/mol: model i 9.3; model ii 0.0.

***

Model i:
Molecular formula: CHN3O3
Method: DFT, wB97M-V/def2-TZVPD

The value obtained for the HOMO energy (alpha / beta) is -9.8 / -10.1 eV.

Geometry (Å):
O  -1.653  -1.424  -0.423
O  1.449  0.261  0.358
O  0.252  -2.087  0.462
N  0.294  0.486  -0.314
N  -0.552  -1.423  -0.021
N  -1.321  2.296  0.168
C  -0.571  1.435  0.016
H  2.102  0.456  -0.245

Mulliken population analysis, charges in e, atoms 1 to 4:
1. O -0.3965
2. O -0.2701
3. O -0.3831
4. N -0.3854

***

Model ii:
Molecular formula: CHN3O3
Method: DFT, wB97M-V/def2-TZVPD

The value obtained for the HOMO energy is -10.6 eV. Its SMILES is O=c1nnon1O.

Geometry (Å):
O  -1.682  -0.097  0.671
O  1.081  -0.110  1.749
O  -0.255  -0.155  -1.342
N  -0.411  0.172  0.070
N  0.959  -0.156  -1.659
N  1.675  -0.211  -0.706
C  0.723  -0.162  0.576
H  -2.091  0.720  0.642

Mulliken population analysis, charges in e, atoms 1 to 4:
1. O -0.2982
2. O -0.5196
3. O -0.0743
4. N 0.2080

***

Need the numbers? Relative energies in kcal/mol: model i 29.3; model ii 0.0.

***

Model i:
Molecular formula: C3H4ClNS
Method: DFT, wB97M-V/def2-TZVPD

The value obtained for the HOMO energy is -8.8 eV. Its SMILES is S=CN/C=C/Cl.

Geometry (Å):
Cl  -3.074  -0.462  -0.036
S  2.865  -0.745  0.006
N  0.755  0.953  -0.089
C  -0.446  0.109  0.074
C  -1.705  0.620  0.170
C  2.170  0.726  0.029
H  2.703  1.734  -0.029
H  -1.899  1.757  -0.040
H  0.361  1.856  -0.256
H  -0.139  -0.990  -0.173

Mulliken population analysis, charges in e, atoms 1 to 4:
1. Cl -0.1642
2. S -0.2989
3. N -0.1690
4. C 0.0579

***

Model ii:
Molecular formula: C3H4ClNS
Method: DFT, wB97M-V/def2-TZVPD

The value obtained for the HOMO energy is -9.1 eV. Its SMILES is Cl[C@@H]1N=CCS1.

Geometry (Å):
Cl  -2.895  -0.366  0.412
S  -0.462  1.482  0.108
N  -0.389  -1.228  -0.090
C  1.102  0.574  0.228
C  -1.296  -0.068  -0.422
C  0.720  -0.878  0.275
H  1.353  -1.637  0.550
H  -1.447  0.162  -1.517
H  1.551  1.045  1.135
H  1.762  0.914  -0.678

Mulliken population analysis, charges in e, atoms 1 to 4:
1. Cl -0.1872
2. S -0.1480
3. N -0.4487
4. C -0.3665

***

Model iii:
Molecular formula: C3H4ClNS
Method: DFT, wB97M-V/def2-TZVPD

The value obtained for the HOMO energy is -9.4 eV. Its SMILES is C=CCl.N=C=S.

Geometry (Å):
Cl  0.696  0.278  -0.144
S  -1.985  -0.601  -2.581
N  -1.983  2.041  -2.191
C  -2.153  0.861  -2.230
C  1.922  -1.277  1.781
C  0.900  -0.598  1.328
H  -0.046  -0.553  1.951
H  -2.100  2.998  -1.850
H  1.802  -1.790  2.678
H  2.945  -1.358  1.260

Mulliken population analysis, charges in e, atoms 1 to 4:
1. Cl -0.1504
2. S -0.3780
3. N -0.3225
4. C 0.4017

***

Need the numbers? Relative energies in kcal/mol: model i 17.5; model ii 0.0; model iii 13.2.

***

Model i:
Molecular formula: C3H4ClNS
Method: DFT, wB97M-V/def2-TZVPD

The value obtained for the HOMO energy is -8.9 eV. Its SMILES is C=C(Cl)/C=N/S.

Geometry (Å):
Cl  -2.566  -1.172  -0.013
S  2.712  -0.837  -0.047
N  1.145  0.017  0.048
C  0.144  -0.738  0.019
C  -1.313  1.130  -0.052
C  -1.181  -0.184  -0.090
H  3.380  0.281  0.078
H  -2.278  1.649  0.060
H  0.347  -1.892  0.020
H  -0.389  1.746  -0.023

Mulliken population analysis, charges in e, atoms 1 to 4:
1. Cl -0.1957
2. S -0.1452
3. N -0.3448
4. C 0.0543

***

Model ii:
Molecular formula: C3H4ClNS
Method: DFT, wB97M-V/def2-TZVPD

The value obtained for the HOMO energy is -7.8 eV.

Geometry (Å):
Cl  1.859  1.448  -0.055
S  -2.454  1.032  0.062
N  -0.959  0.907  0.920
C  1.065  -0.174  -0.047
C  -1.462  0.270  -1.042
C  -0.354  0.157  -0.074
H  1.482  -0.826  -0.913
H  -1.385  -0.278  -2.012
H  -0.414  1.331  1.709
H  1.416  -0.634  0.906

Mulliken population analysis, charges in e, atoms 1 to 4:
1. Cl -0.1969
2. S -0.1254
3. N -0.2280
4. C -0.3606

***

Need the numbers? Relative energies in kcal/mol: model i 0.0; model ii 22.6.

***

Model i:
Molecular formula: C2H8N6
Method: DFT, wB97M-V/def2-TZVPD

The value obtained for the HOMO energy is -8.2 eV.

Geometry (Å):
N  1.383  0.312  -1.536
N  -0.703  1.526  -0.101
N  0.648  -0.348  -0.586
N  -1.950  1.810  0.796
N  -0.375  -1.655  1.071
N  -1.197  -0.629  0.786
C  2.494  -0.238  -1.980
C  -0.415  0.252  0.101
H  -2.576  2.611  -0.097
H  2.751  -1.197  -1.500
H  -1.411  2.634  1.667
H  2.826  0.260  -2.998
H  -0.984  -2.416  1.045
H  1.259  -1.219  -0.313
H  -0.014  -1.522  2.066
H  -1.734  -0.180  1.581

Mulliken population analysis, charges in e, atoms 1 to 4:
1. N -0.7198
2. N -0.4862
3. N 0.3075
4. N -0.6480

***

Model ii:
Molecular formula: C2H8N6
Method: DFT, wB97M-V/def2-TZVPD

The value obtained for the HOMO energy is -8.6 eV. Its SMILES is C=NN/C(=N\N)NN.

Geometry (Å):
N  0.189  1.041  -0.045
N  -0.731  -0.777  -1.059
N  2.660  -0.123  0.423
N  -0.994  1.820  -0.185
N  1.672  -0.911  -0.337
N  -1.781  -1.078  -0.192
C  0.358  -0.269  -0.465
C  -1.789  -0.609  0.994
H  -0.386  2.687  -0.768
H  -2.726  -0.999  1.503
H  -1.565  1.533  -0.896
H  -1.123  -0.202  1.834
H  3.341  0.202  -0.341
H  1.407  -1.557  0.590
H  -0.880  -1.458  -1.869
H  2.348  0.700  0.814

Mulliken population analysis, charges in e, atoms 1 to 4:
1. N -0.2840
2. N 0.0088
3. N -0.5723
4. N -0.5672

***

Need the numbers? Relative energies in kcal/mol: model i 16.4; model ii 0.0.